No. 1
C3H5N5 | ωB97M-V/def2-TZVPD

Element x y z (Å)
H: 2.79076 -0.02692 -0.32452
N: 2.51861 -1.04313 -0.05964
C: 1.28341 -1.17084 0.18357
N: 0.33491 -0.06255 0.08018
C: 0.53701 1.21561 -0.00840
N: -0.55650 1.95031 -0.02029
N: -1.54331 1.01317 -0.01202
C: -1.05494 -0.32218 -0.01821
N: -1.45653 -1.51679 -0.09047
H: -2.44444 -1.55605 -0.24707
H: 0.82956 -2.12952 0.36521
H: 1.58613 1.65187 -0.08750
H: -2.43508 1.33808 0.06781

## Properties
SMILES ... [H]/N=C\n1cn[nH]/c1=N\[H]
DFT total energy ... -391.0486 Ha
Kohn-Sham gap ... 9.2 eV
Energy relative to the best compared isomer or geometry (same formula, charge and spin) ... 183.3 kJ/mol

Here are the Mulliken charges for atoms 1 to 5, given in e:
1. H 0.218
2. N -0.592
3. C 0.101
4. N 0.000
5. C 0.122



No. 2
C3H5N5 | ωB97M-V/def2-TZVPD

Element x y z (Å)
H: -1.27327 -1.21118 2.17961
N: -0.16220 -1.09410 2.06526
C: -0.32428 -0.51245 0.89301
N: -1.54584 -0.12048 0.25778
C: -1.61408 0.28885 -0.97861
C: -0.36839 0.56249 -1.80859
N: 0.66105 0.55075 -1.17224
N: 0.74545 -0.11164 0.02653
N: 2.04423 0.18572 0.58774
H: -2.58684 0.91767 -1.44493
H: -0.18924 0.69967 -2.99594
H: 1.82858 0.46681 1.53417
H: 2.78482 -0.62213 0.85621

## Properties
SMILES ... [H]/N=c1\nccnn1N
DFT total energy ... -390.9307 Ha
Kohn-Sham gap ... 8.9 eV
Energy relative to the best compared isomer or geometry (same formula, charge and spin) ... 492.8 kJ/mol

Here are the Mulliken charges for atoms 1 to 5, given in e:
1. H 0.311
2. N -0.658
3. C 0.475
4. N -0.499
5. C 0.020



No. 3
C3H5N5 | ωB97M-V/def2-TZVPD

Element x y z (Å)
H: 3.69945 -0.58775 -0.70808
N: 3.07783 -0.17356 -0.03552
C: 1.82754 -0.34348 -0.28295
N: 0.89288 0.22454 0.64265
N: -0.42417 0.04419 0.39686
C: -1.38909 0.94969 0.02471
C: -2.45634 0.17209 -0.28042
N: -2.16055 -1.12324 0.03520
N: -0.95196 -1.16822 0.44272
H: 1.29761 -0.70853 -1.22410
H: 1.15586 0.18358 1.60524
H: -1.14198 2.04176 0.01128
H: -3.42708 0.48893 -0.62757

## Properties
SMILES ... [H]/N=C/Nn1ccnn1
DFT total energy ... -391.0153 Ha
Kohn-Sham gap ... 10.9 eV
Energy relative to the best compared isomer or geometry (same formula, charge and spin) ... 270.7 kJ/mol

Here are the Mulliken charges for atoms 1 to 5, given in e:
1. H 0.258
2. N -0.619
3. C 0.092
4. N -0.574
5. N 0.639



No. 4
C3H5N5O | ωB97M-V/def2-TZVPD

Element x y z (Å)
C: -0.69814 1.97735 1.20319
N: -0.22446 1.78574 -0.13821
N: 0.82419 0.84727 -0.25753
C: 0.45070 -0.34583 -0.43913
N: 1.40500 -1.35041 -0.54681
C: 1.07285 -2.54113 -0.72623
N: -0.28906 -2.93659 -0.93269
N: -1.19736 -2.11261 -0.87209
O: -0.84181 -0.75009 -0.67193
H: 0.08167 2.23594 1.93926
H: -1.28448 1.11031 1.56969
H: -1.35427 2.82747 1.09860
H: 0.27316 2.62279 -0.45874
H: 1.78201 -3.37019 -0.76738

## Properties
SMILES ... CN/N=c1/ncnno1
DFT total energy ... -466.1835 Ha
Kohn-Sham gap ... 7.8 eV
Energy relative to the best compared isomer or geometry (same formula, charge and spin) ... 366.3 kJ/mol

Here are the Mulliken charges for atoms 1 to 5, given in e:
1. C -0.738
2. N -0.219
3. N -0.508
4. C 0.594
5. N -0.359



No. 5
C3H5NO | ωB97M-V/def2-TZVPD

Element x y z (Å)
N: 2.81139 -0.62959 0.14985
C: 1.81201 -0.06651 0.00205
C: 0.51739 0.58682 -0.20029
C: -0.63279 -0.29994 0.28597
O: -1.81240 0.20194 -0.30208
H: 0.50735 1.55490 0.31022
H: 0.37646 0.77509 -1.26936
H: -0.68526 -0.27088 1.38410
H: -0.43818 -1.33868 -0.01178
H: -2.45596 -0.51316 -0.34867

## Properties
SMILES ... N#CCCO
DFT total energy ... -247.2861 Ha
Kohn-Sham gap ... 11.7 eV
Energy relative to the best compared isomer or geometry (same formula, charge and spin) ... 55.6 kJ/mol

Here are the Mulliken charges for atoms 1 to 5, given in e:
1. N -0.381
2. C 0.205
3. C -0.303
4. C -0.426
5. O -0.500



No. 6
C3H5NO | ωB97M-V/def2-TZVPD

Element x y z (Å)
N: -1.17370 -0.32393 -1.35111
C: -0.19516 -0.33169 -0.42104
C: -0.37178 0.20107 0.81305
C: 1.11976 0.23132 0.84012
O: 1.14334 -0.44049 -0.50852
H: -1.04608 -0.49790 -2.34036
H: -1.05867 -0.16929 1.55489
H: -1.62371 0.47570 -0.87197
H: 1.60896 -0.34751 1.61330
H: 1.59703 1.20272 0.67164

## Properties
DFT total energy ... -247.1951 Ha
Kohn-Sham gap ... 8.9 eV
Energy relative to the best compared isomer or geometry (same formula, charge and spin) ... 294.4 kJ/mol

Here are the Mulliken charges for atoms 1 to 5, given in e:
1. N -0.500
2. C 0.487
3. C -0.698
4. C -0.094
5. O -0.407



No. 7
C3H5NO | ωB97M-V/def2-TZVPD

Element x y z (Å)
C: -0.31607 -1.22876 -0.22604
C: 0.58119 -0.41075 -0.28168
C: 1.47225 0.60535 -0.04947
H: -0.92716 -2.17686 -0.47589
H: 1.18781 1.49151 0.50748
H: 2.53238 0.38168 0.29705
H: 1.66668 1.02310 -1.08701
N: -2.15536 -0.31052 0.30031
O: -2.23007 0.82992 -0.23895
H: -1.81164 -0.20468 1.25418

## Properties
SMILES ... C#CC.N=O
DFT total energy ... -247.0878 Ha
Kohn-Sham gap ... 8.6 eV
Energy relative to the best compared isomer or geometry (same formula, charge and spin) ... 576.2 kJ/mol

Here are the Mulliken charges for atoms 1 to 5, given in e:
1. C -0.449
2. C 0.425
3. C -1.031
4. H 0.362
5. H 0.306



No. 8
C3H5NO | ωB97M-V/def2-TZVPD

Element x y z (Å)
C: 0.29948 -0.79769 -1.03436
O: 0.67179 0.51332 -0.65790
C: 0.11007 1.02665 0.52349
C: -0.73372 0.08010 1.27973
N: -1.40853 -0.66093 1.85617
H: 0.87131 -1.02091 -1.93617
H: -0.77435 -0.87678 -1.25155
H: 0.55556 -1.52878 -0.25736
H: -0.51005 1.90281 0.29237
H: 0.91845 1.36219 1.18557

## Properties
SMILES ... COCC#N
DFT total energy ... -247.2607 Ha
Kohn-Sham gap ... 11.3 eV
Energy relative to the best compared isomer or geometry (same formula, charge and spin) ... 122.1 kJ/mol

Here are the Mulliken charges for atoms 1 to 5, given in e:
1. C -0.697
2. O -0.340
3. C -0.156
4. C 0.172
5. N -0.357



No. 9
C3H5NO | ωB97M-V/def2-TZVPD

Element x y z (Å)
C: 0.95720 -0.13732 0.27602
C: -0.14279 -0.85329 -0.46679
N: -0.78037 0.09889 -1.37832
C: -0.15441 1.16712 -1.17842
O: 0.88371 1.08939 -0.21098
H: -0.21190 -0.26659 3.16057
H: 0.29809 -0.27175 2.61534
H: 0.26507 -1.71185 -1.01479
H: -0.87352 -1.25803 0.24530
H: -0.28731 2.14098 -1.63256

## Properties
DFT total energy ... -247.1660 Ha
Kohn-Sham gap ... 9.8 eV
Energy relative to the best compared isomer or geometry (same formula, charge and spin) ... 370.8 kJ/mol

Here are the Mulliken charges for atoms 1 to 5, given in e:
1. C -0.314
2. C -0.113
3. N -0.454
4. C 0.122
5. O -0.152



No. 10
C3H5NO | ωB97M-V/def2-TZVPD

Element x y z (Å)
O: -0.31058 -0.88173 2.46625
C: 0.08940 -0.14218 1.64952
N: -0.03531 -0.02712 0.28297
C: 0.26821 0.67722 -0.82494
C: -0.41444 -0.60410 -0.93642
H: 0.60109 0.95704 1.82423
H: -0.37272 1.61574 -0.86481
H: 1.32881 0.63214 -1.22386
H: 0.27104 -1.31838 -1.04521
H: -1.42551 -0.90862 -1.32774

## Properties
SMILES ... O=CN1CC1
DFT total energy ... -247.2017 Ha
Kohn-Sham gap ... 10.6 eV
Energy relative to the best compared isomer or geometry (same formula, charge and spin) ... 277.0 kJ/mol

Here are the Mulliken charges for atoms 1 to 5, given in e:
1. O -0.477
2. C 0.069
3. N 0.049
4. C -0.297
5. C -0.492



No. 11
C3H5NO | ωB97M-V/def2-TZVPD

Element x y z (Å)
C: -0.46006 -0.66897 1.97684
C: 0.27314 -1.29636 1.17323
O: 0.53771 -1.03522 -0.10017
C: 0.13287 0.31684 -0.40487
N: -0.14073 0.53930 -1.74659
H: -0.69357 -0.51689 3.01083
H: 0.87082 1.01975 -0.01365
H: -0.70175 0.41288 0.59530
H: 0.09869 1.45002 -2.11573
H: 0.08287 -0.22136 -2.37517

## Properties
SMILES ... C#COCN
DFT total energy ... -247.1260 Ha
Kohn-Sham gap (alpha / beta) ... 9.0 / 9.0 eV
Energy relative to the best compared isomer or geometry (same formula, charge and spin) ... 475.9 kJ/mol

Here are the Mulliken charges for atoms 1 to 5, given in e:
1. C -0.386
2. C 0.104
3. O -0.298
4. C -0.112
5. N -0.491



No. 12
C3H5NO | ωB97M-V/def2-TZVPD

Element x y z (Å)
O: -1.60317 0.74161 2.00963
C: -1.10063 0.27931 1.04369
N: -1.06515 -0.66505 0.21653
C: -0.10781 -0.53213 -0.84052
C: 1.01488 0.15978 -0.11800
H: 0.03500 1.11194 0.60455
H: 0.11295 -1.53870 -1.22797
H: -0.47755 0.06402 -1.68583
H: 1.64676 0.90800 -0.57192
H: 1.54472 -0.52877 0.56984

## Properties
DFT total energy ... -247.1964 Ha
Kohn-Sham gap ... 9.3 eV
Energy relative to the best compared isomer or geometry (same formula, charge and spin) ... 291.0 kJ/mol

Here are the Mulliken charges for atoms 1 to 5, given in e:
1. O -0.408
2. C 0.419
3. N -0.414
4. C -0.142
5. C -0.688



No. 13
C3H5NO | ωB97M-V/def2-TZVPD

Element x y z (Å)
H: -2.26876 1.03208 -0.46524
N: -2.28555 0.21495 0.15332
C: -1.14319 -0.28680 0.31039
C: 0.09219 0.25564 -0.35095
C: 1.40658 -0.35973 -0.05585
O: 0.10895 1.40798 -0.76867
H: -1.01080 -1.07451 1.04624
H: 1.53000 0.24600 0.92587
H: 1.37496 -1.44719 -0.08925
H: 2.19563 0.01158 -0.70584

## Properties
SMILES ... [H]/N=C\C(C)=O
DFT total energy ... -247.2607 Ha
Kohn-Sham gap ... 9.8 eV
Energy relative to the best compared isomer or geometry (same formula, charge and spin) ... 122.1 kJ/mol

Here are the Mulliken charges for atoms 1 to 5, given in e:
1. H 0.286
2. N -0.597
3. C -0.165
4. C 0.747
5. C -1.002



No. 14
C3H5NO | ωB97M-V/def2-TZVPD

Element x y z (Å)
O: -1.02346 -0.70163 1.83995
C: -0.54598 -0.25578 0.81083
C: -0.13756 1.03779 0.17828
N: 0.37470 0.31442 -0.92952
C: 0.08097 -1.01541 -0.40903
H: -0.99807 1.74162 -0.05281
H: 0.52265 1.70034 0.65969
H: 1.37834 0.50349 -1.15728
H: 0.87911 -1.69134 0.09404
H: -0.53070 -1.63349 -1.03415

## Properties
SMILES ... O=C1CNC1
DFT total energy ... -247.2426 Ha
Kohn-Sham gap ... 10.4 eV
Energy relative to the best compared isomer or geometry (same formula, charge and spin) ... 169.8 kJ/mol

Here are the Mulliken charges for atoms 1 to 5, given in e:
1. O -0.556
2. C 0.530
3. C -0.380
4. N -0.391
5. C -0.376



No. 15
C3H5NO | ωB97M-V/def2-TZVPD

Element x y z (Å)
C: 0.41947 2.17636 -0.30829
C: 0.02363 0.99104 -0.04035
C: 0.18181 -0.29251 -0.71418
N: -0.09214 -1.40399 -0.23997
O: -0.50451 -1.36620 1.11240
H: 0.65244 3.31658 -0.09252
H: 0.35202 2.10635 -1.39650
H: -0.44635 0.69562 0.95317
H: 0.56390 -0.33682 -1.65736
H: -0.19040 -2.27350 1.35077

## Properties
SMILES ... C=C/C=N\O
DFT total energy ... -247.1485 Ha
Kohn-Sham gap ... 10.2 eV
Energy relative to the best compared isomer or geometry (same formula, charge and spin) ... 416.8 kJ/mol

Here are the Mulliken charges for atoms 1 to 5, given in e:
1. C -0.517
2. C -0.010
3. C -0.120
4. N -0.468
5. O -0.371



No. 16
C3H5NO2 | ωB97M-V/def2-TZVPD

Element x y z (Å)
H: 0.09699 2.44512 -0.21444
N: -0.68009 1.81197 -0.02972
C: -0.28002 0.64947 0.22763
C: -1.19154 -0.49366 0.56085
O: 1.14569 0.35781 0.32369
C: 1.60405 -0.54315 -0.61677
O: 0.89148 -1.06002 -1.42647
H: -0.89744 -0.93352 1.51793
H: -1.11765 -1.26591 -0.20787
H: -2.22118 -0.13356 0.62217
H: 2.64972 -0.83454 -0.75700

## Properties
SMILES ... [H]/N=C(/C)OC=O
DFT total energy ... -322.5318 Ha
Kohn-Sham gap ... 11.7 eV
Energy relative to the best compared isomer or geometry (same formula, charge and spin) ... 111.6 kJ/mol

Here are the Mulliken charges for atoms 1 to 5, given in e:
1. H 0.266
2. N -0.618
3. C 0.724
4. C -0.988
5. O -0.353



No. 17
C3H5NO2 | ωB97M-V/def2-TZVPD

Element x y z (Å)
C: -0.63175 -1.48636 0.40871
N: -0.30910 -0.11482 -0.00382
C: 0.97827 0.38286 0.04171
O: 1.93795 -0.24817 0.41986
C: 0.49503 2.60019 -0.82758
O: -0.62682 2.40961 -0.96551
H: 0.29749 -1.96438 0.72050
H: -1.33781 -1.50804 1.25106
H: -1.07024 -2.07152 -0.41217
H: -1.07335 0.45513 -0.33638
H: 1.34033 1.54550 -0.29638

## Properties
DFT total energy ... -322.4832 Ha
Kohn-Sham gap ... 10.1 eV
Energy relative to the best compared isomer or geometry (same formula, charge and spin) ... 239.2 kJ/mol

Here are the Mulliken charges for atoms 1 to 5, given in e:
1. C -0.824
2. N -0.172
3. C 0.312
4. O -0.554
5. C -0.117



No. 18
C3H5NO2 | ωB97M-V/def2-TZVPD

Element x y z (Å)
O: -0.44585 -2.57088 -0.30293
C: -0.20624 -1.41442 -0.08449
N: -1.02612 -0.32098 -0.29995
C: -0.18083 0.85531 -0.36266
C: 0.83040 0.44541 0.69664
O: 0.97430 -0.95830 0.43434
H: -1.79459 -0.46019 -0.93819
H: 0.34473 0.92574 -1.32609
H: -0.72012 1.78431 -0.17290
H: 0.45248 0.56521 1.71863
H: 1.79191 0.95055 0.59674

## Properties
SMILES ... O=C1NCCO1
DFT total energy ... -322.5667 Ha
Kohn-Sham gap ... 11.0 eV
Energy relative to the best compared isomer or geometry (same formula, charge and spin) ... 20.0 kJ/mol

Here are the Mulliken charges for atoms 1 to 5, given in e:
1. O -0.563
2. C 0.521
3. N -0.274
4. C -0.415
5. C -0.328



No. 19
C3H5NO2 | ωB97M-V/def2-TZVPD

Element x y z (Å)
H: 3.43564 0.47725 0.62095
N: 2.54261 0.94013 0.46365
C: 1.65885 0.07305 0.25757
O: 0.38596 0.50105 -0.03523
C: -0.62651 -0.40812 0.08095
C: -1.91706 0.14179 -0.46013
O: -0.48888 -1.49815 0.57080
H: 1.75925 -1.01308 0.24407
H: -2.58586 0.37211 0.37484
H: -1.76327 1.04268 -1.05434
H: -2.40073 -0.62870 -1.06313

## Properties
SMILES ... [H]/N=C/OC(C)=O
DFT total energy ... -322.5486 Ha
Kohn-Sham gap ... 11.5 eV
Energy relative to the best compared isomer or geometry (same formula, charge and spin) ... 67.5 kJ/mol

Here are the Mulliken charges for atoms 1 to 5, given in e:
1. H 0.272
2. N -0.549
3. C 0.183
4. O -0.359
5. C 0.679



No. 20
C3H5NO2 | ωB97M-V/def2-TZVPD

Element x y z (Å)
C: 0.18112 1.41488 -0.36429
C: -0.42352 0.50886 0.67265
O: -1.13454 0.90280 1.57008
N: -0.07274 -0.85622 0.64628
C: 0.21000 -1.64493 -0.45160
O: 0.34242 -1.25916 -1.58873
H: -0.60219 1.79545 -1.02372
H: 0.94372 0.92930 -0.97045
H: 0.60601 2.25790 0.18649
H: -0.34353 -1.33829 1.49323
H: 0.29324 -2.71061 -0.16994

## Properties
SMILES ... CC(=O)NC=O
DFT total energy ... -322.5694 Ha
Kohn-Sham gap ... 11.1 eV
Energy relative to the best compared isomer or geometry (same formula, charge and spin) ... 12.8 kJ/mol

Here are the Mulliken charges for atoms 1 to 5, given in e:
1. C -0.818
2. C 0.482
3. O -0.557
4. N -0.143
5. C 0.066